# 1
Entry from the OMol25 dataset: an isolated molecule of C9H16N2O2 (wB97M-V/def2-TZVPD).

```
29
C9H16N2O2 | the OMol25 dataset | wB97M-V/def2-TZVPD
C 1.993 -1.590 -0.225
C 2.761 -0.306 0.025
C -0.392 -0.817 -0.709
C -0.612 -0.117 -1.998
C -2.689 -0.798 0.318
C -1.255 1.310 0.397
C -0.722 -0.826 1.830
C 2.356 1.980 -0.078
C -1.252 -0.294 0.448
N 1.846 0.657 -0.155
N 0.707 -1.539 -0.449
O -0.382 -2.250 -0.855
O 3.949 -0.312 0.182
H 2.576 -2.478 -0.358
H -1.655 0.173 -2.333
H -0.173 -0.646 -2.828
H -0.069 0.806 -2.020
H -3.218 -0.245 -0.376
H -3.260 -0.536 1.173
H -2.762 -1.802 0.013
H -1.454 1.754 -0.534
H -1.771 1.697 1.315
H -0.290 1.740 0.656
H -1.055 -0.222 2.612
H 0.329 -0.708 1.994
H -1.128 -1.845 1.923
H 1.665 2.696 -0.522
H 2.568 2.399 0.985
H 3.388 2.118 -0.433
```

Output
**Gap between HOMO and LUMO (spin up / spin down)**: 7.336 / 7.334 eV
**Net charge**: 0
**E_LUMO (spin up / spin down)**: -0.021 / -0.021 Eh
**HOMO (spin up / spin down)**: -7.9 / -7.9 eV
**Calculated total energy**: -612.31924 Eh
**Strongest force on any atom**: 4.5 eV/A
**Relative energy (zero: lowest compared OMol25 entry of this formula, charge and spin)**: 167.2 kcal per mole

What are the natural (NBO) partial charges on each atom? They are as follows, in elementary charge units: 0.17 0.52 0.46 -0.68 -0.62 -0.63 -0.62 -0.45 -0.05 -0.67 -0.01 -0.31 -0.66 0.23 0.25 0.24 0.26 0.21 0.23 0.22 0.21 0.22 0.24 0.22 0.23 0.21 0.18 0.18 0.20

=====

# 2
Entry from the OMol25 dataset: C3H3N2O2 as an isolated structure (wB97M-V/def2-TZVPD).

```
10
C3H3N2O2 | the OMol25 dataset | wB97M-V/def2-TZVPD
C -0.394 -1.187 0.167
C 0.908 -1.052 -0.013
C 0.977 0.880 -0.003
N -1.252 0.040 0.119
N -0.350 1.165 0.141
O 1.950 -1.696 -0.083
O 1.866 1.748 -0.037
H -1.057 -1.974 0.071
H -1.810 -0.036 -0.675
H -0.839 2.113 0.312
```

Output
**Gap between HOMO and LUMO**: 7.090 eV
**Net charge**: -1
**E_LUMO**: 0.162 Eh
**HOMO**: -2.7 eV
**Calculated total energy**: -376.06263 Eh
**Strongest force on any atom**: 3.9 eV/A
**Relative energy (zero: lowest compared OMol25 entry of this formula, charge and spin)**: 65.5 kcal per mole

What are the natural (NBO) partial charges on each atom? They are as follows, in elementary charge units: -0.38 0.40 0.52 -0.46 -0.51 -0.72 -0.71 0.17 0.32 0.37

=====

# 3
Entry from the OMol25 dataset: C17H31N2O4PbSi as an isolated structure (wB97M-V/def2-TZVPD).

```
56
C17H31N2O4PbSi | the OMol25 dataset | wB97M-V/def2-TZVPD
Pb -1.326 1.029 0.916
C 1.224 3.633 1.143
C 1.391 2.947 -0.192
O 1.300 1.490 -0.003
C 1.683 0.729 -1.129
C 0.723 -1.408 0.151
O 0.418 -0.678 1.327
C 1.465 -0.618 2.371
C 0.775 -0.141 3.665
O -0.041 0.999 3.425
C 0.537 2.272 3.828
C -0.178 3.400 3.054
O -0.097 3.292 1.628
H 1.315 4.724 0.987
H 2.013 3.338 1.854
H 2.368 3.117 -0.657
H 0.591 3.263 -0.921
H 2.715 0.980 -1.474
H 0.939 0.887 -1.931
H 1.267 -2.366 0.451
H -1.153 -2.407 0.159
H 2.264 0.042 2.039
H 1.902 -1.595 2.546
H 1.566 -0.023 4.470
H 0.096 -0.965 4.040
H 1.610 2.302 3.606
H 0.404 2.396 4.949
H 0.255 4.351 3.403
H -1.249 3.333 3.395
C 3.933 -1.351 -1.807
C 2.452 -1.531 -1.572
C 1.907 -2.603 -2.268
C 0.540 -2.936 -2.497
C -0.507 -2.630 -1.744
C -0.574 -1.762 -0.558
N 1.741 -0.700 -0.773
N -1.346 -0.523 -0.741
Si -2.955 -0.712 -1.378
C -3.920 0.843 -1.006
C -2.937 -1.039 -3.216
C -3.874 -2.216 -0.592
H 4.498 -2.205 -1.330
H 4.234 -0.375 -1.376
H 4.140 -1.479 -2.919
H 2.588 -3.223 -2.817
H 0.370 -3.514 -3.374
H -1.489 -2.916 -2.102
H -3.318 1.759 -0.918
H -4.546 0.708 -0.070
H -4.671 1.032 -1.797
H -1.994 -0.793 -3.712
H -3.698 -0.506 -3.741
H -3.066 -2.086 -3.497
H -4.451 -1.858 0.292
H -3.222 -3.049 -0.279
H -4.613 -2.661 -1.310
```

Output
**Gap between HOMO and LUMO**: 6.762 eV
**Net charge**: +1
**E_LUMO**: -0.122 Eh
**HOMO**: -10.1 eV
**Calculated total energy**: -1558.89373 Eh
**Strongest force on any atom**: 4.4 eV/A
**Relative energy (zero: lowest compared OMol25 entry of this formula, charge and spin)**: 36.6 kcal per mole

What are the natural (NBO) partial charges on each atom? They are as follows, in elementary charge units: 1.60 -0.10 -0.09 -0.60 0.12 0.30 -0.63 -0.08 -0.09 -0.58 -0.10 -0.10 -0.57 0.21 0.19 0.21 0.20 0.18 0.18 0.21 0.19 0.20 0.21 0.21 0.21 0.18 0.21 0.21 0.22 -0.66 0.22 -0.30 -0.19 -0.20 -0.13 -0.52 -1.43 1.82 -1.16 -1.15 -1.13 0.24 0.21 0.24 0.21 0.22 0.21 0.22 0.25 0.27 0.25 0.24 0.24 0.23 0.24 0.25

=====

# 4
Entry from the OMol25 dataset: a 2-piece molecular cluster, C3H7NO3 overall (wB97M-V/def2-TZVPD).

```
14
C3H7NO3 | the OMol25 dataset | wB97M-V/def2-TZVPD
C -0.508 2.051 0.152
C -0.650 0.563 0.287
O -1.724 0.020 0.264
N 0.505 -0.220 0.315
C 1.806 0.172 0.537
O 2.755 -0.534 0.315
H 0.521 2.401 0.000
H -1.095 2.422 -0.680
H -0.855 2.498 1.078
H 0.377 -1.185 0.048
H 1.924 1.168 0.967
O -1.215 -3.431 -1.190
H -1.578 -2.548 -1.025
H -0.263 -3.377 -1.068
```

Output
**Gap between HOMO and LUMO**: 11.262 eV
**Net charge**: 0
**E_LUMO**: 0.019 Eh
**HOMO**: -10.7 eV
**Calculated total energy**: -399.00237 Eh
**Strongest force on any atom**: 1.1 eV/A
**SMILES**: CC(=O)NC=O.O
**Relative energy (zero: lowest compared OMol25 entry of this formula, charge and spin)**: 22.1 kcal per mole

What are the natural (NBO) partial charges on each atom? They are as follows, in elementary charge units: -0.73 0.70 -0.56 -0.66 0.54 -0.55 0.22 0.26 0.25 0.41 0.12 -0.94 0.48 0.46

=====

# 5
Entry from the OMol25 dataset: C32H27Cl4N5O2PSV as an isolated structure (wB97M-V/def2-TZVPD).

```
73
C32H27Cl4N5O2PSV | the OMol25 dataset | wB97M-V/def2-TZVPD
V -0.259 0.223 -1.143
Cl -1.473 -1.153 0.296
C -1.288 -0.404 1.852
C -1.646 -1.118 2.981
C -1.521 -0.546 4.235
C -1.026 0.745 4.356
C -0.674 1.450 3.221
Cl -0.064 3.060 3.405
C -0.798 0.913 1.922
S -0.449 1.862 0.514
H -2.013 -2.130 2.870
H -1.811 -1.101 5.116
H -0.918 1.212 5.325
O 2.296 -1.513 -3.618
C 1.915 -1.455 -2.457
O 0.713 -1.545 -2.016
C 2.936 -1.275 -1.295
P 1.819 -0.884 0.117
C 3.068 -0.342 1.366
C 3.998 -1.209 1.937
C 4.933 -0.739 2.846
C 4.946 0.605 3.197
C 4.019 1.475 2.643
C 3.083 1.004 1.731
C 1.469 -2.550 0.812
C 1.090 -2.647 2.152
C 0.619 -3.841 2.671
C 0.523 -4.964 1.862
C 0.933 -4.890 0.540
C 1.399 -3.692 0.018
H 3.633 -0.464 -1.502
H 3.508 -2.188 -1.123
H 3.975 -2.259 1.671
H 5.650 -1.421 3.287
H 5.672 0.969 3.914
H 4.025 2.521 2.926
H 2.341 1.672 1.306
H 1.160 -1.776 2.793
H 0.303 -3.893 3.707
H 0.125 -5.891 2.255
H 0.868 -5.761 -0.102
H 1.689 -3.644 -1.022
Cl -2.707 6.044 -1.517
C -2.411 4.385 -0.980
Cl -1.543 3.439 -2.200
H -3.368 3.908 -0.801
H -1.801 4.415 -0.085
N 4.003 2.840 -1.719
N 2.781 2.363 -2.134
N 2.279 2.582 -3.324
C 1.139 1.923 -3.270
N 0.960 1.322 -2.072
N 2.027 1.616 -1.353
H 3.966 3.847 -1.612
H 4.195 2.407 -0.821
H 0.434 1.879 -4.080
C -6.009 0.974 -1.116
C -4.947 1.415 -0.307
C -3.649 1.162 -0.668
C -3.313 0.484 -1.867
C -1.943 0.273 -2.279
C -1.775 -0.319 -3.522
C -2.849 -0.803 -4.295
C -4.138 -0.654 -3.873
C -4.403 0.035 -2.672
C -5.736 0.284 -2.262
H -7.031 1.185 -0.827
H -5.155 1.948 0.614
H -2.850 1.502 -0.027
H -0.771 -0.442 -3.922
H -2.639 -1.317 -5.227
H -4.968 -1.036 -4.457
H -6.543 -0.075 -2.892
```

Output
**Gap between HOMO and LUMO (spin up / spin down)**: 6.088 / 5.116 eV
**Net charge**: -1
**E_LUMO (spin up / spin down)**: 0.089 / 0.089 Eh
**HOMO (spin up / spin down)**: -3.7 / -2.7 eV
**Calculated total energy**: -5184.22635 Eh
**Strongest force on any atom**: 2.2 eV/A
**<S²>**: 0.795
**Multiplicity**: 2
**Relative energy (zero: lowest compared OMol25 entry of this formula, charge and spin)**: 25.4 kcal per mole

What are the Löwdin partial charges on each atom? They are as follows, in elementary charge units: 0.18 0.87 -0.60 -0.13 -0.10 -0.13 -0.69 0.64 -0.67 0.62 0.11 0.10 0.10 0.02 -0.73 -0.21 -0.22 1.04 -0.34 -0.09 -0.09 -0.11 -0.09 -0.11 -0.36 -0.12 -0.10 -0.10 -0.08 -0.08 0.08 0.09 0.11 0.10 0.09 0.10 0.06 0.11 0.10 0.09 0.10 0.10 0.49 -1.01 0.59 0.01 0.00 0.12 -0.28 0.14 -0.19 -0.17 0.04 0.09 0.08 0.11 -0.11 -0.10 -0.10 -0.21 -0.26 -0.13 -0.09 -0.07 -0.18 -0.06 0.09 0.10 0.03 0.08 0.10 0.10 0.10

=====

# 6
Entry from the OMol25 dataset: an isolated molecule of C4H8N2O (wB97M-V/def2-TZVPD).

```
15
C4H8N2O | the OMol25 dataset | wB97M-V/def2-TZVPD
H -1.538 -0.855 -1.932
N -0.660 -0.404 -1.682
C -0.476 -0.318 -0.436
N -1.409 -0.530 0.560
O -2.478 -1.464 0.256
C 0.801 0.226 0.102
C 1.523 -0.466 0.974
C 1.174 1.574 -0.422
H -1.119 -1.019 1.420
H -3.280 -0.924 0.196
H 2.468 -0.096 1.338
H 1.242 -1.457 1.299
H 1.132 1.554 -1.508
H 0.455 2.317 -0.078
H 2.166 1.863 -0.087
```

Output
**Gap between HOMO and LUMO**: 10.318 eV
**Net charge**: 0
**E_LUMO**: 0.028 Eh
**HOMO**: -9.6 eV
**Calculated total energy**: -341.88002 Eh
**Strongest force on any atom**: 3.2 eV/A
**SMILES**: [H]/N=C(\NO)C(=C)C
**Relative energy (zero: lowest compared OMol25 entry of this formula, charge and spin)**: 77.6 kcal per mole

What are the natural (NBO) partial charges on each atom? They are as follows, in elementary charge units: 0.35 -0.68 0.37 -0.34 -0.59 -0.02 -0.39 -0.64 0.38 0.47 0.20 0.19 0.24 0.22 0.21